{
  "formula": "C3H9N2O3",
  "method": "ωB97M-V with the def2-TZVPD basis set",
  "homo_lumo_gap_ev": 6.77,
  "e_tot_ev": -12379.31838,
  "charge": -1,
  "de_lowest_kj_mol": 270.5,
  "molar_mass_da": 121.116,
  "species": ["C", "O", "C", "N", "H", "H", "H", "H", "H", "H", "N", "C", "O", "O", "H", "H", "H"],
  "coordinates": [[-0.23575, 1.66908, -0.20330], [0.15859, 1.33378, 1.03194], [-1.21494, 0.70144, -0.89535], [-1.68466, 1.27431, -2.16402], [-0.75021, 2.67716, -0.25374], [0.59671, 1.76668, -0.95871], [-0.72656, -0.27408, -1.00875], [-2.08767, 0.52414, -0.25253], [-1.09066, 2.03126, -2.47607], [-1.77749, 0.58901, -2.89803], [0.99643, -1.04294, 1.93277], [1.45428, -1.96239, 1.02376], [1.81183, -3.17198, 1.63537], [1.37001, -1.84753, -0.17124], [0.77846, -0.11685, 1.45380], [1.57182, -0.94776, 2.75519], [0.82982, -3.20333, 1.44892]],
  "forces_ev_per_a": [[-0.17, 0.41, -0.51], [0.25, -0.36, 0.35], [-0.25, -0.17, 0.22], [-0.42, -0.02, -0.03], [0.12, -0.23, 0.07], [0.05, 0.01, 0.14], [0.12, 0.12, -0.16], [0.13, 0.15, 0.11], [0.19, -0.14, 0.00], [0.19, 0.03, -0.06], [0.90, 0.03, -0.98], [0.75, 3.08, 0.16], [-1.65, 0.27, -0.77], [0.23, -0.37, -0.31], [-0.59, 0.56, 0.14], [-0.19, -0.29, 0.20], [0.35, -3.08, 1.44]]
}


{
  "formula": "H2N2O3S",
  "method": "ωB97M-V with the def2-TZVPD basis set",
  "homo_lumo_gap_ev": 9.51,
  "e_tot_ev": -19986.44142,
  "charge": 0,
  "de_lowest_kj_mol": 139.7,
  "molar_mass_da": 110.094,
  "species": ["N", "N", "O", "O", "O", "S", "H", "H"],
  "coordinates": [[-0.00699, 1.25332, 0.12100], [-0.17454, 0.07647, -0.04311], [2.41587, 2.16826, 1.70357], [0.95762, 0.17875, 2.32890], [-0.62265, -0.52649, -1.21132], [1.21936, 1.61745, 2.22777], [0.28361, -0.67258, 0.66000], [-1.05411, 0.20021, -1.83044]],
  "forces_ev_per_a": [[-1.12, -1.57, -1.08], [2.35, 1.80, 1.74], [0.94, -0.43, -0.44], [1.34, 0.87, 0.31], [-1.47, 0.81, -1.74], [-2.11, -1.15, 0.58], [-1.33, 1.24, -1.48], [1.42, -1.57, 2.12]]
}